93
Properties=species:S:1:pos:R:3:lowdin_charge:R:1 method="wB97M-V/def2-TZVPD" max_force_ev_per_a=4.4 gap_ev="2.966 / 2.968" homo_energy_ha="-0.651 / -0.651" total_charge=+4 e_tot_ev=-138151.6068
Hf -0.226 -1.041 -0.679 1.106
P -1.435 -3.249 -0.345 0.666
P 1.964 -1.581 1.045 0.704
P 1.484 -2.092 -2.445 0.743
H -3.315 -0.139 -1.979 0.108
C -2.348 -0.545 -2.280 0.033
C -1.105 0.173 -2.210 -0.299
H -1.023 1.127 -1.592 0.026
C -2.901 -2.888 0.663 -0.224
C -0.741 -4.636 0.594 -0.216
C -2.147 -4.073 -1.785 -0.206
C 3.311 -0.334 1.021 -0.221
C 1.506 -1.562 2.832 -0.230
C 2.943 -3.135 0.949 -0.241
C 1.029 -1.751 -4.193 -0.243
C 1.815 -3.905 -2.593 -0.211
C 3.246 -1.474 -2.550 -0.207
H -2.581 -1.252 -3.091 0.097
H -0.241 -0.151 -2.895 0.047
H -3.488 -2.101 0.186 0.049
H -2.613 -2.529 1.655 0.045
H -3.489 -3.813 0.733 0.093
H -0.342 -4.318 1.571 0.061
H 0.075 -5.138 0.051 0.061
H -1.550 -5.378 0.768 0.099
H -2.651 -3.333 -2.416 0.041
H -2.878 -4.796 -1.400 0.092
H -1.367 -4.576 -2.377 0.060
H 4.230 -0.794 1.423 0.088
H 3.031 0.520 1.659 0.025
H 3.490 0.003 -0.019 0.043
H 2.282 -2.079 3.406 0.078
H 0.547 -2.085 2.971 0.037
H 1.432 -0.524 3.176 0.025
H 3.532 -3.242 1.873 0.080
H 3.643 -3.104 0.097 0.047
H 2.273 -4.008 0.850 0.040
H 1.816 -2.090 -4.901 0.095
H 0.880 -0.669 -4.373 0.031
H 0.093 -2.265 -4.476 0.072
H 2.376 -4.136 -3.511 0.090
H 0.862 -4.456 -2.622 0.036
H 2.403 -4.268 -1.742 0.048
H 3.739 -1.857 -3.453 0.085
H 3.829 -1.787 -1.680 0.034
H 3.243 -0.383 -2.597 0.039
C 1.161 2.564 -3.912 -0.576
C 0.118 2.194 -4.769 -0.155
C 0.414 1.814 -6.088 -0.056
C 1.738 1.643 -6.514 -0.034
C 2.785 1.753 -5.566 -0.043
C 2.467 2.152 -4.265 -0.143
Se 0.798 3.587 -2.280 0.896
H -0.672 3.624 -2.450 -0.104
H -0.877 2.377 -4.383 0.086
H -0.434 1.662 -6.759 0.125
H 1.988 1.476 -7.564 0.129
H 3.830 1.464 -5.812 0.136
H 3.237 2.111 -3.504 0.098
C -2.337 5.955 2.123 -0.027
C -1.416 5.667 1.100 -0.040
C -1.104 4.347 0.804 -0.161
C -1.621 3.294 1.573 -0.305
C -2.509 3.576 2.613 -0.092
C -2.835 4.924 2.912 -0.027
Sb -0.715 1.248 1.255 1.428
C 0.755 1.934 2.809 -0.365
C 1.922 2.565 2.359 -0.168
C 2.891 3.007 3.273 -0.049
C 2.674 2.856 4.645 -0.031
C 1.467 2.307 5.094 -0.030
C 0.503 1.865 4.173 -0.123
C -2.284 0.286 2.455 -0.419
C -2.028 -0.464 3.600 -0.146
C -3.091 -1.067 4.290 -0.039
C -4.397 -0.965 3.807 -0.031
C -4.650 -0.227 2.651 -0.050
C -3.595 0.390 1.971 -0.169
H -2.546 6.993 2.364 0.129
H -1.001 6.481 0.493 0.130
H -0.383 4.138 0.014 -0.003
H -2.914 2.797 3.275 0.110
H -3.532 5.148 3.718 0.128
H 2.081 2.713 1.289 0.093
H 3.819 3.464 2.918 0.128
H 3.435 3.186 5.363 0.133
H 1.275 2.213 6.168 0.131
H -0.445 1.481 4.555 0.098
H -1.014 -0.576 3.986 0.082
H -2.884 -1.617 5.207 0.128
H -5.222 -1.435 4.357 0.136
H -5.679 -0.140 2.276 0.133
H -3.809 0.953 1.059 0.103